This record from the Open Molecules 2025 dataset describes a structure of composition C7H17ClCoINO3P. The level of theory is ωB97M-V with the def2-TZVPD basis set.

Summary:
relative energy (zero: lowest compared OMol25 entry of this formula, charge and spin): 0.0 kJ/mol
total charge: +2
F_max: 0.0583 Eh/bohr
2S+1: 5
Kohn-Sham gap (alpha / beta): 9.59 / 5.18 eV

Last column: natural (NBO) charge in e.
Cartesian coordinates (Å):
I 1.859 1.472 1.233  0.358
Co -1.993 1.355 -1.739  1.255
Cl -3.514 0.044 -1.009  -0.540
P -0.083 0.766 -3.075  0.736
O 2.156 -0.324 -1.332  -0.467
O -0.455 1.145 3.567  -0.430
O 0.679 -0.868 3.584  -0.706
N -0.295 -1.609 5.709  -0.700
C -0.148 0.013 4.001  0.756
C 1.450 1.126 -4.057  -0.882
C 1.882 -0.289 -0.169  0.579
C 1.420 -1.346 0.760  -0.806
C -0.852 -0.266 5.411  -0.332
C -0.696 -0.668 -4.101  -0.920
C -1.143 2.165 -3.644  -0.954
H -1.047 -2.300 5.788  0.440
H 1.262 1.037 -5.137  0.263
H 1.484 -1.125 1.824  0.299
H -0.053 -1.539 -3.875  0.268
H -0.650 -0.459 -5.185  0.259
H 0.179 -1.665 6.610  0.446
H 0.368 -1.638 0.559  0.280
H 1.778 2.150 -3.853  0.254
H -1.257 2.100 -4.725  0.304
H -0.614 3.090 -3.395  0.283
H 2.087 -2.214 0.597  0.284
H -1.728 -0.914 -3.804  0.255
H -0.518 0.420 6.221  0.267
H 0.321 -1.840 4.886  0.476
H 2.244 0.427 -3.771  0.276
H -1.953 -0.343 5.302  0.261
H -2.172 2.101 -3.179  0.138